17 unconnected molecules or ions with the total composition C51H59F9O51 at a distorted geometry, computed with the ωB97M-V functional and the def2-TZVPD basis.

Computed properties:
Largest force on an atom (hartree/bohr): 0.0786
Energy (Eh): -6715.0395

Atoms and positions in Å:
C (4.83, -2.29, -5.47)
C (5.50, -1.69, -4.21)
O (5.00, -0.36, -4.07)
C (4.26, -0.07, -5.19)
O (3.69, 0.96, -5.37)
O (4.27, -1.12, -6.09)
H (4.00, -2.92, -5.22)
H (5.57, -2.66, -6.26)
H (6.53, -1.72, -4.48)
H (5.38, -2.15, -3.27)
C (-3.99, 4.20, 5.19)
C (-4.18, 3.10, 4.19)
O (-4.93, 2.07, 4.95)
C (-5.00, 2.40, 6.26)
O (-5.58, 1.67, 7.04)
O (-4.40, 3.54, 6.46)
H (-4.63, 5.04, 5.11)
H (-2.94, 4.53, 5.43)
H (-3.22, 2.66, 3.84)
H (-4.88, 3.41, 3.37)
C (-0.77, 0.47, 0.76)
C (-1.53, 1.55, -0.05)
O (-0.57, 1.94, -0.97)
C (0.66, 1.83, -0.42)
O (1.66, 2.34, -0.82)
O (0.58, 1.06, 0.68)
H (-0.75, -0.57, 0.46)
H (-1.13, 0.54, 1.78)
H (-1.75, 2.45, 0.58)
H (-2.34, 1.05, -0.59)
C (-0.19, 2.88, -4.11)
C (1.21, 2.27, -4.31)
O (2.03, 3.39, -4.62)
C (1.50, 4.44, -3.93)
O (1.99, 5.50, -3.76)
O (0.28, 4.16, -3.55)
H (-0.79, 2.42, -3.37)
H (-0.79, 3.11, -4.97)
H (1.27, 1.57, -5.15)
H (1.59, 1.76, -3.38)
C (2.12, 5.56, -0.74)
C (0.60, 5.55, -0.54)
O (0.40, 5.16, 0.83)
C (1.61, 5.06, 1.42)
O (1.79, 4.62, 2.49)
O (2.66, 5.45, 0.59)
H (2.55, 6.43, -1.18)
H (2.45, 4.65, -1.24)
H (0.03, 4.90, -1.20)
H (0.09, 6.58, -0.49)
C (-4.22, 6.89, 1.69)
C (-3.97, 6.11, 0.34)
O (-2.95, 5.11, 0.64)
C (-2.71, 5.08, 1.98)
O (-2.04, 4.26, 2.60)
O (-3.38, 6.09, 2.60)
H (-5.23, 6.76, 2.11)
H (-3.91, 7.92, 1.71)
H (-3.60, 6.78, -0.40)
H (-4.95, 5.68, 0.09)
C (-3.61, -5.34, 1.34)
C (-2.42, -4.51, 1.24)
O (-3.01, -3.17, 1.03)
C (-4.20, -3.32, 0.54)
O (-4.94, -2.51, 0.09)
O (-4.56, -4.64, 0.58)
H (-3.97, -5.47, 2.35)
H (-3.45, -6.23, 0.85)
H (-1.77, -4.68, 0.33)
H (-1.79, -4.55, 2.12)
C (-0.21, -6.77, -3.88)
C (0.43, -6.79, -2.47)
O (-0.70, -6.50, -1.60)
C (-1.87, -6.75, -2.28)
O (-2.98, -6.67, -1.85)
O (-1.59, -6.93, -3.56)
H (0.18, -7.54, -4.55)
H (-0.15, -5.80, -4.32)
H (1.07, -5.99, -2.28)
H (0.84, -7.74, -2.22)
C (-3.55, -1.70, -2.98)
C (-3.94, -0.81, -4.16)
O (-2.69, -0.46, -4.68)
C (-1.63, -0.71, -3.88)
O (-0.52, -0.38, -4.05)
O (-2.17, -1.34, -2.80)
F (-4.57, 0.36, -3.68)
H (-3.47, -2.75, -3.23)
H (-4.05, -1.61, -2.03)
H (-4.52, -1.25, -4.88)
C (4.53, 2.46, -2.13)
C (5.85, 2.91, -2.74)
O (6.61, 1.76, -2.67)
C (6.00, 0.79, -1.87)
O (6.54, -0.23, -1.56)
O (4.82, 1.20, -1.39)
F (6.54, 3.81, -1.94)
H (3.81, 2.24, -2.89)
H (4.09, 3.14, -1.39)
H (5.60, 3.22, -3.79)
C (-7.39, 0.98, 2.05)
C (-6.78, 0.56, 0.69)
O (-6.23, 1.74, 0.16)
C (-6.15, 2.70, 1.12)
O (-5.45, 3.69, 1.16)
O (-6.95, 2.37, 2.16)
F (-7.65, 0.05, -0.14)
H (-6.87, 0.38, 2.82)
H (-8.42, 0.79, 2.15)
H (-6.05, -0.25, 0.79)
C (0.54, 4.29, 4.76)
C (1.32, 3.01, 4.55)
O (0.36, 2.06, 4.97)
C (-0.45, 2.66, 5.95)
O (-1.19, 2.09, 6.64)
O (-0.18, 3.99, 5.95)
F (2.43, 3.00, 5.34)
H (-0.10, 4.46, 3.93)
H (1.13, 5.21, 4.94)
H (1.50, 2.81, 3.53)
C (4.09, -5.44, -0.57)
C (4.73, -6.72, -1.08)
O (5.36, -6.35, -2.33)
C (4.87, -5.15, -2.73)
O (5.17, -4.69, -3.78)
O (4.03, -4.54, -1.78)
F (3.85, -7.72, -1.35)
H (4.71, -5.06, 0.20)
H (3.05, -5.52, -0.35)
H (5.47, -7.19, -0.39)
C (2.13, -1.04, -2.62)
C (1.27, -2.15, -1.87)
O (0.80, -3.03, -2.91)
C (1.37, -2.65, -4.06)
O (1.32, -3.38, -5.03)
O (2.16, -1.57, -3.95)
F (0.14, -1.44, -1.34)
H (3.21, -1.02, -2.21)
H (1.67, -0.08, -2.44)
H (1.73, -2.70, -1.08)
C (1.16, -1.95, 2.07)
C (1.14, -2.87, 3.26)
O (1.61, -4.04, 2.71)
C (1.26, -4.10, 1.40)
O (1.06, -5.09, 0.81)
O (1.05, -2.85, 0.95)
F (-0.20, -3.05, 3.69)
H (2.05, -1.47, 1.83)
H (0.29, -1.28, 2.03)
H (1.75, -2.64, 4.15)
C (-4.70, -0.90, 5.19)
C (-3.22, -0.44, 5.33)
O (-2.93, 0.17, 4.08)
C (-3.98, -0.09, 3.24)
O (-4.00, 0.29, 2.12)
O (-4.86, -0.91, 3.77)
F (-2.43, -1.55, 5.56)
H (-5.43, -0.16, 5.55)
H (-4.88, -1.88, 5.60)
H (-3.03, 0.31, 6.18)
C (6.12, -0.15, 1.33)
C (6.94, -1.38, 1.07)
O (6.07, -2.20, 0.46)
C (4.81, -1.80, 0.52)
O (3.89, -2.47, 0.08)
O (4.75, -0.58, 1.15)
F (7.32, -2.05, 2.19)
H (6.34, 0.68, 0.61)
H (6.29, 0.33, 2.29)
H (7.84, -1.17, 0.49)

Results of the Mulliken charge analysis, in e, for atoms 1 through 6:
1 C -0.216
2 C -0.376
3 O 0.207
4 C 0.291
5 O -0.485
6 O -0.412